C50H46BF4MoN3P2SSiTe as an isolated structure, computed with ωB97M-V/def2-TZVPD.

Output
Charge: +2
Orbital gap (spin up / spin down): 0.231 / 0.231 Ha
Largest force on an atom: 0.0118 Eh/bohr

Positions of all 110 atoms, in Å:
Mo (-0.1872, -0.6387, 0.1759)
C (1.1245, -1.8832, -3.4643)
Si (1.3113, -1.9135, -1.5872)
C (3.0657, -1.2744, -1.3184)
C (4.1351, -1.9050, -1.9653)
C (5.4338, -1.4602, -1.7940)
C (5.6941, -0.3699, -0.9693)
C (4.6527, 0.2695, -0.3225)
C (3.3436, -0.1825, -0.5013)
P (1.9241, 0.6191, 0.2891)
C (2.5040, 1.1177, 1.9425)
C (3.3281, 2.2374, 2.1053)
C (3.8009, 2.5852, 3.3590)
C (3.4511, 1.8267, 4.4691)
C (2.6349, 0.7190, 4.3170)
C (2.1664, 0.3635, 3.0603)
C (1.8008, 2.2403, -0.5645)
C (2.2556, 2.4162, -1.8655)
C (2.1190, 3.6526, -2.4932)
C (1.5355, 4.7200, -1.8248)
C (1.0770, 4.5516, -0.5232)
C (1.2071, 3.3195, 0.1038)
C (1.3248, -3.7632, -1.1752)
C (1.8450, -4.7380, -2.0334)
C (1.9336, -6.0616, -1.6346)
C (1.5107, -6.4496, -0.3668)
C (0.9859, -5.5073, 0.4974)
C (0.8889, -4.1810, 0.0796)
P (0.1704, -2.8960, 1.1005)
C (-1.5627, -3.2925, 1.4191)
C (-2.4970, -2.4647, 0.8035)
C (-3.8554, -2.6464, 1.0061)
C (-4.2850, -3.6792, 1.8270)
C (-3.3614, -4.5137, 2.4447)
C (-2.0030, -4.3182, 2.2506)
C (1.0205, -2.9936, 2.6915)
C (2.3889, -3.2703, 2.6855)
C (3.0961, -3.2930, 3.8766)
C (2.4425, -3.0403, 5.0751)
C (1.0832, -2.7562, 5.0842)
C (0.3694, -2.7263, 3.8957)
H (1.8561, -2.5738, -3.8864)
H (0.1406, -2.1991, -3.8098)
H (1.3631, -0.9013, -3.8827)
H (3.9560, -2.7649, -2.6005)
H (6.2491, -1.9650, -2.2955)
H (6.7099, -0.0260, -0.8279)
H (4.8652, 1.1065, 0.3290)
H (3.5959, 2.8537, 1.2558)
H (4.4380, 3.4523, 3.4711)
H (3.8123, 2.1051, 5.4501)
H (2.3499, 0.1287, 5.1769)
H (1.5289, -0.5012, 2.9679)
H (2.7397, 1.5981, -2.3860)
H (2.4908, 3.7840, -3.5012)
H (1.4530, 5.6847, -2.3078)
H (0.6467, 5.3894, 0.0118)
H (0.9184, 3.2079, 1.1456)
H (2.1889, -4.4756, -3.0255)
H (2.3398, -6.8001, -2.3133)
H (1.5894, -7.4840, -0.0606)
H (0.6614, -5.8009, 1.4883)
H (-2.1926, -1.6590, 0.1202)
H (-4.5720, -1.9841, 0.5384)
H (-5.3430, -3.8313, 1.9929)
H (-3.7031, -5.3138, 3.0873)
H (-1.2885, -4.9540, 2.7584)
H (2.9005, -3.4761, 1.7521)
H (4.1549, -3.5141, 3.8702)
H (2.9943, -3.0668, 6.0057)
H (0.5741, -2.5583, 6.0182)
H (-0.6873, -2.4942, 3.9125)
F (-1.7428, 0.3572, 4.2164)
B (-1.4746, 0.7199, 2.9510)
F (-2.6378, 0.8432, 2.1368)
F (-0.7139, 1.8720, 2.7934)
F (-0.7019, -0.3677, 2.2937)
N (-1.2244, -0.2208, -2.7176)
C (-0.6794, -0.5375, -1.6533)
H (-0.6580, -0.1588, -3.5578)
C (-2.0989, 3.5231, 0.7948)
Te (-1.4683, 1.7407, -0.1570)
C (-1.4106, 2.8348, -1.9523)
C (-2.0565, 4.1589, -1.6415)
C (-2.3023, 5.0716, -2.6674)
C (-2.8918, 6.2922, -2.3874)
C (-3.2419, 6.6119, -1.0784)
C (-2.9970, 5.7127, -0.0558)
C (-2.4010, 4.4807, -0.3296)
H (-1.3111, 3.8529, 1.4690)
H (-2.9664, 3.2411, 1.3888)
H (-1.9183, 2.2495, -2.7193)
H (-0.3598, 2.9226, -2.2370)
H (-2.0204, 4.8233, -3.6842)
H (-3.0754, 6.9993, -3.1852)
H (-3.7014, 7.5657, -0.8576)
H (-3.2633, 5.9648, 0.9632)
C (-4.3472, -1.0731, -2.7819)
N (-4.4888, 0.3721, -2.9765)
C (-4.9288, 0.9744, -4.1310)
C (-4.9764, 2.3099, -3.9008)
N (-4.5791, 2.4898, -2.6031)
C (-4.2725, 1.3095, -2.0449)
S (-3.8487, 1.0291, -0.3842)
H (-4.2666, -1.5378, -3.7599)
H (-5.2204, -1.4590, -2.2603)
H (-3.4382, -1.2637, -2.2206)
H (-5.1751, 0.4061, -5.0103)
H (-5.2608, 3.1266, -4.5396)
H (-4.4838, 3.3756, -2.1231)